No. 1
{"formula": "C2H4N3OS", "method": "ωB97M-V with the def2-TZVPD basis set", "e_homo_ev": -14.06, "e_above_lowest_kcal_mol": 96.1, "energy_ev": -19480.022, "smiles": "CC#[N+]SNN=O", "multiplicity": 1, "total_charge": 1, "symbols": ["C", "C", "N", "N", "N", "O", "S", "H", "H", "H", "H"], "positions_angstrom": [[-0.9846, -0.7021, -0.1551], [-2.2053, -0.0668, 0.2074], [0.0247, -1.1403, -0.5595], [2.1891, -0.0829, -0.0319], [1.7275, 1.2237, -0.3432], [2.0122, 2.0541, 0.4333], [1.5436, -1.3568, -0.9232], [-2.3338, 0.6781, -0.6632], [-2.0302, 0.4715, 1.0842], [-2.9623, -0.8069, 0.3484], [3.0190, -0.2716, 0.6029]], "atomic_forces_ev_per_a": [[2.7991, -1.5801, -1.0137], [0.4325, 0.9075, -2.9221], [-5.1710, 1.4422, 2.1348], [1.2040, -0.5258, 0.7187], [-0.4956, -0.3366, -0.4507], [0.5773, -0.2169, 0.1480], [3.3483, 0.2737, -0.8846], [-0.5943, -1.0500, 1.3321], [0.1639, 0.9378, 1.6420], [-0.8055, -0.2879, -0.1001], [-1.4588, 0.4361, -0.6044]], "nbo_charge": [0.688, -0.738, -0.495, -0.684, 0.257, -0.226, 0.838, 0.309, 0.304, 0.310, 0.437]}

No. 2
{"formula": "C3H5NO", "method": "ωB97M-V with the def2-TZVPD basis set", "e_homo_ev": -10.10, "e_above_lowest_kcal_mol": 43.8, "energy_ev": -6727.675, "smiles": "O=CN1CC1", "multiplicity": 1, "total_charge": 0, "symbols": ["O", "C", "N", "C", "C", "H", "H", "H", "H", "H"], "positions_angstrom": [[2.3081, -0.8356, 0.1562], [1.4857, 0.0183, -0.0361], [0.2847, 0.0315, 0.7145], [-0.9517, 0.6909, 0.3089], [-0.6420, -0.6554, -0.1951], [1.5863, 0.7409, -0.8719], [-1.6832, 0.7530, 1.1104], [-0.9575, 1.5249, -0.3936], [-0.3654, -0.6617, -1.2513], [-1.0274, -1.5813, 0.2034]], "atomic_forces_ev_per_a": [[-0.1215, 0.5841, -0.0706], [0.3839, -0.0521, 0.0763], [0.2312, -0.3332, -0.0277], [-0.0779, 0.1404, -0.0683], [-0.4582, -0.3769, -0.2626], [-0.0702, 0.1979, 0.1964], [0.3326, 0.2305, 0.0083], [0.1553, -0.1804, 0.0677], [0.0321, -0.2703, 0.1786], [-0.4074, 0.0600, -0.0982]], "nbo_charge": [-0.524, 0.539, -0.454, -0.248, -0.245, 0.103, 0.218, 0.200, 0.192, 0.219]}

No. 3
{"formula": "C6H4N2O", "method": "ωB97M-V with the def2-TZVPD basis set", "e_homo_ev": -9.17, "e_above_lowest_kcal_mol": 44.5, "energy_ev": -11311.698, "smiles": "O=C1N=Cc2cccn21", "multiplicity": 1, "total_charge": 0, "symbols": ["C", "C", "C", "C", "C", "C", "H", "H", "H", "H", "N", "N", "O"], "positions_angstrom": [[-1.4225, -0.4714, 0.0194], [-0.7510, 1.6542, 0.1165], [0.5012, 0.9061, -0.0012], [1.8429, 0.8112, -0.1358], [2.3839, -0.4936, -0.0394], [1.2282, -1.2903, 0.0239], [-1.0957, 2.6716, 0.1728], [2.4375, 1.7704, -0.4099], [3.3858, -0.7944, -0.1450], [1.3629, -2.4796, 0.5564], [-1.7465, 0.9063, -0.0223], [0.1342, -0.4318, 0.2099], [-2.1877, -1.3983, -0.1734]], "atomic_forces_ev_per_a": [[0.3898, -1.2167, -1.1373], [0.8176, 0.3812, -1.3199], [0.0528, -2.5585, 1.4818], [3.2024, 4.7161, -1.0857], [-3.6144, 0.1174, -0.8355], [1.2421, -2.5973, 3.5026], [1.3298, 0.7804, 0.0835], [-0.7828, -1.8957, 0.7480], [0.8610, -0.2889, 0.0109], [-1.2123, 3.7621, -2.2258], [-2.6966, -1.9417, 0.9019], [-2.2033, -1.3133, -1.0160], [2.6139, 2.0548, 0.8914]], "nbo_charge": [0.806, 0.155, -0.011, -0.194, -0.311, 0.011, 0.232, 0.222, 0.237, 0.244, -0.483, -0.428, -0.481]}

No. 4
{"formula": "C18H45F10Li4N5O32P3S10", "method": "ωB97M-V with the def2-TZVPD basis set", "e_homo_ev": -8.04, "energy_ev": -256589.126, "multiplicity": 1, "total_charge": -1, "symbols": ["Li", "Li", "Li", "Li", "N", "S", "O", "O", "F", "S", "O", "O", "F", "N", "S", "O", "O", "F", "S", "O", "O", "F", "N", "S", "O", "O", "F", "S", "O", "O", "F", "N", "S", "O", "O", "F", "S", "O", "O", "F", "N", "S", "O", "O", "F", "S", "O", "O", "F", "C", "C", "O", "P", "O", "O", "C", "C", "O", "C", "C", "H", "H", "H", "H", "H", "H", "H", "H", "H", "H", "H", "H", "H", "H", "H", "C", "C", "O", "P", "O", "O", "C", "C", "O", "C", "C", "H", "H", "H", "H", "H", "H", "H", "H", "H", "H", "H", "H", "H", "H", "H", "C", "C", "O", "P", "O", "O", "C", "C", "O", "C", "C", "H", "H", "H", "H", "H", "H", "H", "H", "H", "H", "H", "H", "H", "H", "H"], "positions_angstrom": [[1.6956, -2.8541, -0.1135], [0.4415, -2.5106, 2.2981], [3.3455, 1.3478, -1.7430], [-0.2166, 0.2881, 3.7515], [0.7250, -1.3075, 0.8054], [1.5186, 0.2491, 0.9548], [0.9413, 1.1016, 2.0167], [2.2633, 0.8110, -0.1165], [2.6890, -0.3832, 1.8753], [-0.3959, -0.7214, -0.0737], [-0.0779, -0.5255, -1.4529], [-1.2364, 0.3260, 0.5037], [-1.3633, -2.0074, -0.0197], [4.4491, 2.6767, -0.9452], [4.3730, 2.8653, 0.8162], [3.0910, 3.0992, 1.4589], [5.5030, 3.5215, 1.4241], [4.6279, 1.2930, 1.2149], [4.1141, 4.1434, -1.1311], [5.1232, 5.1176, -0.7557], [2.7013, 4.5284, -0.8790], [4.1440, 4.0456, -2.7347], [4.6556, 0.0283, -2.3075], [4.3181, -0.3918, -3.7254], [3.0325, -1.0223, -3.9368], [5.4028, -0.7565, -4.6324], [4.0414, 1.0955, -4.2516], [4.4606, -1.4565, -1.6794], [5.3318, -2.5250, -1.9540], [3.1691, -1.8344, -1.1078], [5.1324, -0.9279, -0.2988], [1.3645, -4.0948, 1.5667], [0.8046, -5.5139, 1.7486], [0.8973, -6.1056, 3.0680], [0.9154, -6.3887, 0.5984], [-0.7649, -5.0804, 1.8227], [2.8673, -4.3404, 2.4141], [3.6701, -5.4926, 2.0017], [2.8973, -3.9999, 3.8097], [3.6904, -3.2296, 1.7291], [-0.6233, -1.7809, 3.9147], [-0.7096, -2.4008, 5.3461], [-0.8243, -3.8340, 5.4760], [-1.0644, -1.4241, 6.3366], [0.8984, -2.3617, 5.5618], [-2.3194, -2.1742, 3.7547], [-3.3387, -1.8166, 4.7508], [-2.4458, -3.4060, 2.9716], [-2.5950, -0.9613, 2.6743], [-0.8191, -3.1056, -5.8885], [0.2924, -3.8602, -5.1133], [-0.3433, -4.4201, -4.0032], [0.5212, -4.6416, -2.6591], [0.5128, -3.4878, -1.6997], [1.9129, -5.2637, -3.1682], [2.7678, -6.1075, -2.4058], [3.3822, -5.4505, -1.2228], [-0.2042, -6.0161, -2.0737], [-1.6019, -6.2772, -1.8997], [-1.7909, -7.7018, -1.4511], [-1.2992, -2.2771, -5.3678], [-0.4144, -2.8259, -6.8608], [-1.6888, -3.7551, -6.0031], [0.7150, -4.7202, -5.6325], [1.0177, -3.1152, -4.7826], [2.1568, -6.9786, -2.1652], [3.5599, -6.4731, -3.0594], [3.9795, -6.1436, -0.6312], [3.9902, -4.5976, -1.5280], [2.6870, -5.0176, -0.5047], [-1.9231, -5.4430, -1.2742], [-1.9444, -6.0749, -2.9169], [-1.4203, -7.6936, -0.4256], [-2.8361, -8.0051, -1.4206], [-1.1357, -8.2306, -2.1424], [-4.6746, 3.5972, 0.7766], [-3.5009, 2.8709, 1.3726], [-2.8042, 3.5827, 2.4311], [-2.3030, 2.8760, 3.7600], [-1.5084, 1.6920, 3.5426], [-1.6940, 4.0319, 4.7165], [-2.2818, 5.3176, 4.6812], [-2.9775, 5.5673, 6.0275], [-3.7744, 2.5893, 4.4504], [-4.0384, 1.4437, 5.1941], [-3.6429, 1.7088, 6.6739], [-4.4749, 4.6125, 0.4303], [-5.0740, 3.0408, -0.0713], [-5.5090, 3.7644, 1.4594], [-3.8801, 1.9381, 1.7928], [-2.8018, 2.5632, 0.5953], [-1.4339, 6.0024, 4.6947], [-2.8992, 5.5064, 3.8043], [-2.6091, 4.9061, 6.8091], [-2.7775, 6.6299, 6.1800], [-4.0664, 5.6297, 6.0487], [-5.1070, 1.2265, 5.2117], [-3.5211, 0.6896, 4.6010], [-2.6524, 2.1639, 6.6950], [-4.3688, 2.2708, 7.2593], [-3.5177, 0.7290, 7.1381], [-2.8184, 2.3185, -3.9368], [-1.5238, 1.9282, -4.7011], [-0.5284, 1.6342, -3.6999], [0.2788, 2.6333, -2.7398], [1.6664, 2.1771, -2.5015], [-0.0735, 4.1125, -3.3230], [0.8656, 4.7453, -4.0905], [0.9040, 6.1778, -3.6051], [-0.6259, 2.5884, -1.3884], [-0.3225, 3.3496, -0.2965], [-0.9760, 4.7522, -0.4298], [-3.4635, 3.0774, -4.3839], [-3.4005, 1.4304, -3.6922], [-2.7010, 2.8454, -2.9885], [-1.7484, 0.9772, -5.1820], [-1.2137, 2.6321, -5.4726], [1.7737, 4.1456, -4.0151], [0.5274, 4.7761, -5.1291], [1.2686, 6.8926, -4.3462], [0.0564, 6.6333, -3.0964], [1.7653, 6.3092, -2.9454], [-0.4504, 2.8065, 0.6402], [0.7657, 3.4527, -0.2856], [-1.3437, 5.1437, 0.5226], [-0.3372, 5.6162, -0.6150], [-1.8465, 4.6688, -1.0799]], "atomic_forces_ev_per_a": [[0.2195, -0.2316, -1.2274], [-0.3997, -0.3540, 0.5786], [-1.2054, 0.3678, -0.2002], [-0.2643, 0.6359, -0.4685], [2.4881, 3.1155, 0.7368], [3.9124, 0.4232, 6.0938], [-0.1004, -1.6366, -2.4969], [-1.7083, -0.6318, -0.1197], [-0.6964, -0.4153, -0.9060], [-7.5623, 0.5626, -4.0232], [0.5217, -0.4076, 0.8277], [1.7138, -1.4624, -0.0022], [0.7730, 0.4466, 0.1581], [0.5879, -1.4953, 5.1070], [0.8854, -3.0830, 4.1335], [1.2070, -0.1783, -1.7284], [-0.8618, -0.5895, -1.3697], [-0.0380, 1.4058, -1.1138], [-3.0064, 6.6466, -3.7148], [-1.2309, -1.3155, -0.6577], [2.8091, -0.5916, -0.4086], [0.2370, 0.3482, 0.1380], [0.0126, -2.3918, 1.7931], [-0.2994, 1.8799, -10.0025], [1.0301, -0.2788, 0.9395], [-1.2994, -0.2340, 2.2287], [-0.2047, 0.2265, 0.3439], [0.2753, -0.2356, 8.8990], [0.4464, -0.5575, -2.2663], [0.2823, 0.6648, -1.6894], [-0.1865, -0.1573, -0.3455], [4.0632, 1.5560, 1.4055], [-5.4127, -5.8557, 0.4396], [1.1474, 0.9615, -1.3588], [0.1118, 1.5477, 1.3228], [0.9416, 0.0472, -0.9728], [3.8690, -1.4600, 1.1117], [-2.5553, 1.1931, 0.3480], [-1.2840, 0.1152, -1.4615], [-0.4781, 1.5650, -0.7915], [-3.8649, -0.3404, -0.9914], [7.6364, -1.4561, 6.3293], [-2.0689, 1.5598, -0.5500], [-1.2259, -0.7825, -0.4685], [0.1360, 0.4518, -0.3749], [-4.4127, 0.5672, -5.5616], [2.8318, -1.0596, -1.1565], [0.3592, 2.5836, 1.9351], [0.5425, -1.1524, 0.8026], [0.1633, -1.0136, -0.0937], [-0.9672, 1.5601, -0.9128], [0.4549, -0.5877, 2.8829], [-1.5876, -2.5119, 1.0883], [0.6627, -1.3203, -0.8614], [-1.3798, 1.7688, -0.3214], [-0.2685, -1.2225, 0.3381], [0.3775, 1.0200, 0.6990], [2.5601, 1.3847, -0.4837], [0.0860, 2.0264, -1.3872], [0.5767, 1.3259, 0.5661], [0.8800, 0.3511, 0.2366], [-0.2952, 0.2478, -0.0215], [0.2466, -0.4599, -0.4433], [0.2968, 0.5399, -0.5615], [0.4481, -0.2412, -0.2493], [0.1061, -0.0432, 0.3998], [-0.1284, 0.3214, -0.3272], [0.0839, -0.0542, -0.1955], [0.3114, -0.2181, -0.1533], [-0.4419, -0.4045, -0.2032], [-0.7383, -0.5314, 0.4386], [-0.9597, -0.3229, 0.1063], [0.2302, -0.6638, -0.0481], [0.1033, -0.0771, -0.4048], [-0.3341, -0.7386, 0.3338], [-0.5362, 1.1537, 0.1895], [-0.1673, -1.1639, 0.1223], [0.5366, 0.5925, 0.2132], [-3.7998, 2.1673, 0.9030], [1.5335, -1.4846, 0.5536], [-0.0252, -2.4766, -2.3022], [-0.1020, 0.9401, 1.4041], [-0.6204, 1.3405, -0.6759], [1.2438, 2.0747, -1.8019], [0.1032, -0.2461, 1.3442], [0.7076, -1.5528, -0.8443], [0.5516, -0.0877, -0.2070], [0.2003, -0.1603, 0.0096], [0.0876, -0.4206, 0.3398], [0.0580, -0.0898, 0.1122], [0.3010, 0.3300, 0.1705], [0.0243, -0.0566, -0.5067], [0.0326, -0.2057, 0.0571], [0.1190, 0.3062, -0.0040], [0.4659, -0.0628, 0.8741], [-0.1226, -0.9549, -0.3822], [-0.0542, 0.1350, -0.5692], [-0.0144, -0.8503, 1.1676], [-0.0838, 0.2297, 0.1598], [-0.0148, 0.1877, -0.3715], [-0.0772, -0.0099, 0.2437], [-0.4359, 0.6768, 0.0992], [-1.3204, 0.1248, 1.6255], [1.1486, 0.4266, -0.0757], [-2.0621, -0.8562, 0.8860], [-0.6489, 0.7958, -0.6802], [-1.1125, -3.1586, 2.0615], [0.4383, 1.5584, -1.3411], [2.6600, 1.3126, 0.2722], [-0.4121, -1.6997, -3.3513], [2.3066, 2.4758, 1.2837], [-0.3724, 0.0048, 1.6323], [-0.0480, -0.4358, -0.9727], [-0.0431, 0.0230, -0.1651], [0.9843, -0.3667, 0.1793], [0.4254, 0.0015, -0.0755], [0.2846, 0.2150, 0.3643], [0.5706, 0.8259, -0.2177], [0.0157, -0.4132, -0.1775], [-0.5866, -0.1823, -0.7044], [-0.3683, -0.6949, -0.2513], [-0.2617, -0.3842, 0.7517], [-1.0304, -0.0330, -0.1634], [0.1584, 0.4606, 0.1493], [-0.4397, -0.6960, 0.4071], [0.4524, -0.5601, -1.1516], [0.1887, 0.2919, -0.2493]], "lowdin_charge": [0.588, 0.596, 0.575, 0.689, -0.388, 0.656, -0.304, -0.279, -0.178, 0.425, -0.216, -0.265, -0.168, -0.313, 0.634, -0.272, -0.254, -0.211, 0.438, -0.266, -0.316, -0.196, -0.303, 0.442, -0.258, -0.261, -0.194, 0.553, -0.199, -0.349, -0.202, -0.416, 0.479, -0.251, -0.248, -0.204, 0.570, -0.253, -0.228, -0.143, -0.375, 0.421, -0.211, -0.258, -0.215, 0.629, -0.248, -0.258, -0.219, -0.054, -0.265, -0.187, 0.560, -0.286, -0.161, -0.245, -0.067, -0.232, -0.274, -0.048, 0.071, 0.074, 0.070, 0.125, 0.115, 0.117, 0.126, 0.097, 0.071, 0.020, 0.123, 0.107, 0.073, 0.080, 0.087, -0.065, -0.229, -0.181, 0.484, -0.261, -0.165, -0.262, -0.064, -0.193, -0.267, -0.042, 0.075, 0.084, 0.076, 0.120, 0.103, 0.119, 0.116, 0.080, 0.069, 0.071, 0.122, 0.081, 0.067, 0.075, 0.074, -0.065, -0.202, -0.173, 0.538, -0.262, -0.171, -0.297, -0.059, -0.189, -0.293, -0.038, 0.070, 0.074, 0.055, 0.109, 0.110, 0.109, 0.116, 0.071, 0.080, 0.069, 0.098, 0.087, 0.059, 0.071, 0.074]}

Short version: frontier orbital gap = 8.9, 11.1, 8.2, 8.7 eV, in the order given.